Computed, not measured: a structure of composition C8H14MnN2PS at a distorted geometry, with ωB97M-V/def2-TZVPD.

Calculated values
Lowest unoccupied orbital energy (alpha / beta)   -0.171 / -0.123 Ha
Frontier orbital gap (alpha / beta)   6.66 / 7.30 eV
Multiplicity   4
Net charge   +1
⟨S²⟩   4.080

The geometry in XYZ format:
```
27
C8H14MnN2PS, DFT ωB97M-V/def2-TZVPD
Mn 0.648 0.096 -1.025
S 0.050 -1.696 0.482
P -0.297 2.129 -0.723
N -1.275 -0.237 2.356
N 0.882 -0.221 2.691
C 0.990 -2.042 -2.750
C -0.098 -0.696 1.869
C 0.506 0.175 -3.321
C -0.367 -1.962 -3.150
C -0.654 -0.639 -3.530
C 0.369 0.531 3.800
C -1.132 0.514 3.573
C 1.605 -0.738 -2.879
H -1.649 -0.013 4.388
H 1.491 -2.963 -2.444
H 0.639 0.036 4.744
H -0.748 2.589 -2.039
H -2.163 -0.408 1.886
H 2.642 -0.432 -2.809
H -1.414 2.258 0.189
H -1.542 1.529 3.470
H 0.655 1.194 -3.642
H -1.068 -2.805 -3.131
H 1.875 -0.386 2.535
H 0.866 2.901 -0.359
H 0.756 1.563 3.822
H -1.567 -0.280 -4.005
```

Atom charges from the natural (NBO) analysis, given in e for atoms 1 to 2: number 1, Mn, carries 0.8734; number 2, S, carries -0.2439